Entry from the Open Molecules 2025 dataset: a 9-piece molecular cluster, C36H85BO14 overall (the ωB97M-V functional and the def2-TZVPD basis).

Each line ends with the Löwdin charge.
Geometry (Å):
1 C 2.7590 0.5096 -0.9702  0.017
2 B 1.4841 1.3613 -1.3010  -0.472
3 O 1.5022 2.3020 -2.3132  0.145
4 C 0.1782 1.0513 -0.4707  -0.085
5 C -0.0265 1.6680 0.9380  -0.222
6 C 0.3831 3.0829 1.2326  -0.098
7 O 1.8146 3.1627 1.2236  -0.010
8 C 2.2647 4.4578 1.1117  -0.485
9 C 2.3124 5.0184 -0.2848  0.036
10 O 2.6097 5.0929 2.0869  0.133
11 O -1.4085 1.5152 1.1919  0.046
12 C -2.0121 0.8386 0.1458  -0.372
13 O -2.9378 0.0723 0.2904  0.142
14 C -1.2058 1.2149 -1.1103  -0.334
15 C -1.4682 0.1326 -2.1616  0.003
16 C -1.5232 2.6113 -1.6677  -0.062
17 C -2.9504 3.1355 -1.4864  -0.402
18 C -3.2559 3.6918 -0.1058  -0.010
19 O -3.9533 2.1929 -1.8324  -0.012
20 H 2.5597 -0.5526 -1.0845  0.064
21 H 3.6259 0.7608 -1.5682  0.050
22 H 2.9546 0.6556 0.0935  0.079
23 H 2.3432 2.7540 -2.2705  0.080
24 H 0.2315 -0.0192 -0.2561  0.132
25 H 0.5404 1.0293 1.6149  0.164
26 H 0.0313 3.3172 2.2355  0.128
27 H -0.0570 3.8202 0.5671  0.114
28 H 1.2956 5.1468 -0.6453  0.090
29 H 2.8104 4.3171 -0.9387  0.073
30 H 2.7974 5.9805 -0.2701  0.089
31 H -0.9069 -0.7687 -1.9372  0.088
32 H -2.5189 -0.1324 -2.2031  0.085
33 H -1.1682 0.4585 -3.1527  0.092
34 H -0.8573 3.3413 -1.2238  0.110
35 H -1.2923 2.6227 -2.7276  0.113
36 H -3.0441 3.9741 -2.1729  0.113
37 H -3.9718 4.5006 -0.1599  0.084
38 H -2.3540 4.0005 0.4038  0.070
39 H -3.7046 2.9080 0.5016  0.070
40 H -3.6637 1.6824 -2.5861  0.077
41 C -3.1752 1.8679 4.6747  -0.054
42 C -1.7100 1.4875 4.5638  -0.490
43 C -1.2401 0.7071 5.7824  -0.059
44 O -0.9089 2.6610 4.3935  -0.056
45 H -3.3375 2.5084 5.5474  0.083
46 H -3.4867 2.4280 3.7933  0.071
47 H -3.8085 0.9846 4.7706  0.079
48 H -1.5569 0.8911 3.6651  0.124
49 H -1.3449 1.3114 6.6881  0.080
50 H -0.1858 0.4456 5.6855  0.078
51 H -1.8173 -0.2096 5.9111  0.080
52 H -1.0235 3.2116 5.1739  0.088
53 C 6.4018 -2.5500 -0.5964  -0.060
54 C 5.8934 -2.3902 -2.0212  -0.494
55 C 6.9761 -2.7132 -3.0381  -0.064
56 O 5.4116 -1.0632 -2.2245  -0.059
57 H 7.2335 -1.8652 -0.4104  0.082
58 H 5.6133 -2.3114 0.1182  0.077
59 H 6.7466 -3.5684 -0.4094  0.078
60 H 5.0347 -3.0455 -2.1754  0.134
61 H 7.8193 -2.0297 -2.9235  0.063
62 H 6.5945 -2.5892 -4.0524  0.079
63 H 7.3380 -3.7370 -2.9232  0.080
64 H 6.1512 -0.4600 -2.0993  0.088
65 C -0.8104 -3.3704 0.6657  -0.048
66 C 0.6755 -3.6799 0.5640  -0.489
67 C 1.1583 -4.4981 1.7510  -0.060
68 O 1.4241 -2.4648 0.4689  -0.061
69 H -1.0188 -2.7808 1.5637  0.084
70 H -1.1406 -2.7828 -0.1917  0.070
71 H -1.4035 -4.2845 0.7085  0.083
72 H 0.8709 -4.2283 -0.3574  0.123
73 H 1.0095 -3.9439 2.6823  0.081
74 H 2.2252 -4.7084 1.6632  0.074
75 H 0.6219 -5.4448 1.8218  0.078
76 H 1.2692 -1.9601 1.2738  0.083
77 C 7.8801 0.5663 -6.3283  -0.061
78 C 8.9765 0.7323 -5.2871  -0.498
79 C 10.3363 0.9410 -5.9357  -0.064
80 O 9.0095 -0.4047 -4.4239  -0.067
81 H 8.0751 -0.3121 -6.9496  0.082
82 H 6.9138 0.4176 -5.8456  0.078
83 H 7.8147 1.4397 -6.9784  0.079
84 H 8.7444 1.5841 -4.6468  0.136
85 H 10.6041 0.0741 -6.5458  0.081
86 H 11.1088 1.0575 -5.1755  0.079
87 H 10.3397 1.8252 -6.5743  0.080
88 H 9.2123 -1.1769 -4.9610  0.086
89 C -2.9475 6.2457 -5.9247  -0.061
90 C -1.8958 6.3489 -4.8310  -0.493
91 C -0.4935 6.4459 -5.4124  -0.062
92 O -1.9876 5.2275 -3.9515  -0.062
93 H -2.7869 5.3451 -6.5237  0.081
94 H -3.9448 6.1764 -5.4904  0.080
95 H -2.9156 7.1105 -6.5885  0.080
96 H -2.0961 7.2259 -4.2147  0.138
97 H -0.2603 5.5511 -5.9960  0.081
98 H 0.2467 6.5185 -4.6152  0.076
99 H -0.3929 7.3163 -6.0620  0.080
100 H -1.8144 4.4351 -4.4696  0.084
101 C -6.9121 -0.6997 3.3325  -0.066
102 C -7.0642 0.2428 2.1484  -0.487
103 C -5.7417 0.9098 1.8104  -0.057
104 O -8.0638 1.2264 2.4314  -0.055
105 H -6.5939 -0.1541 4.2232  0.066
106 H -7.8657 -1.1741 3.5700  0.073
107 H -6.1764 -1.4791 3.1272  0.084
108 H -7.4272 -0.3099 1.2810  0.137
109 H -5.3917 1.5018 2.6590  0.063
110 H -5.8575 1.5868 0.9629  0.082
111 H -4.9778 0.1762 1.5620  0.065
112 H -7.7638 1.7289 3.1944  0.080
113 C 2.8804 -8.0197 0.3169  -0.062
114 C 2.3854 -7.8381 -1.1100  -0.496
115 C 3.4752 -8.1561 -2.1224  -0.063
116 O 1.9093 -6.5062 -1.2999  -0.060
117 H 3.7133 -7.3407 0.5204  0.081
118 H 2.0882 -7.7875 1.0290  0.072
119 H 3.2187 -9.0416 0.4930  0.079
120 H 1.5268 -8.4876 -1.2833  0.138
121 H 4.3257 -7.4814 -1.9905  0.080
122 H 3.1042 -8.0204 -3.1383  0.079
123 H 3.8299 -9.1819 -2.0147  0.079
124 H 2.6480 -5.9066 -1.1531  0.081
125 C -8.8497 -2.1455 6.8976  -0.060
126 C -7.3697 -2.4932 6.8483  -0.501
127 C -6.9167 -3.1867 8.1242  -0.065
128 O -6.5950 -1.3161 6.6237  -0.064
129 H -9.0519 -1.4578 7.7234  0.081
130 H -9.1565 -1.6499 5.9764  0.073
131 H -9.4627 -3.0373 7.0346  0.080
132 H -7.1766 -3.1419 5.9930  0.137
133 H -7.0618 -2.5301 8.9865  0.080
134 H -5.8550 -3.4283 8.0716  0.078
135 H -7.4757 -4.1076 8.2952  0.079
136 H -6.7426 -0.7187 7.3631  0.086

Atoms 1-3, force components in eV/Å:
-0.4 0.6 0.1
0.3 -0.3 0.1
-0.7 0.3 0.8

Summary:
- Structure (SMILES): CB(O)[C@H]1[C@@H](COC(C)=O)OC(=O)[C@@]1(C)C[C@H](C)O.CC(C)O.CC(C)O.CC(C)O.CC(C)O.CC(C)O.CC(C)O.CC(C)O.CC(C)O
- Highest occupied orbital energy: -9.517 eV
- Energy relative to the best compared isomer or geometry (same formula, charge and spin): 6.9 kcal/mol
- Frontier orbital gap: 9.885 eV
- Max |F|: 0.0375 Eh/bohr
- LUMO level: 0.37 eV